Molecular formula: C75H159N9O9
Method: DFT, ωB97M-V/def2-TZVPD

Output
**SMILES string**: CC1(C)CCCC(C)(C)N1O.CC1(C)CCCC(C)(C)N1O.CC1(C)CCCC(C)(C)N1O.CC1(C)CCCC(C)(C)N1O.CC1(C)CCCC(C)(C)N1O.CC1(C)CCCC(C)(C)N1O.CC1(C)CCCC(C)(C)N1O.CC1(C)CCCC(C)(C)N1O.CN(C)C=O
**Total charge**: 0
**Frontier orbital gap**: 0.31371 Eh
**Maximum force**: 3.73 eV/A

```
252
Properties=species:S:1:pos:R:3:forces:R:3
C 4.44233 1.98106 -0.85198 0.738 -1.261 0.418
C 5.33935 2.54759 0.32952 -0.418 -0.345 -0.279
C 6.79323 2.09120 0.08664 0.373 -0.037 0.655
C 5.13811 4.04896 0.39304 -0.267 1.047 -0.534
C 5.70100 4.71549 1.67923 -0.277 -1.039 -0.597
C 5.00122 4.08919 2.91497 1.313 -0.057 -0.991
C 5.12110 2.55116 2.94099 -1.102 0.292 -0.962
C 6.44330 1.96933 3.41920 0.211 0.898 -1.450
C 4.05307 2.09275 3.92381 -1.480 0.351 -0.367
N 4.68218 2.08317 1.57795 0.080 0.079 0.549
O 4.63811 0.66223 1.61762 0.904 0.009 0.120
H 4.71878 2.27866 -1.88920 0.148 -0.045 0.893
H 4.45058 0.85751 -0.78400 0.403 0.923 -0.388
H 3.39668 2.19602 -0.70515 -0.439 0.633 0.203
H 6.82797 0.98668 0.08241 0.142 0.470 0.290
H 7.09419 2.40241 -0.89882 -0.005 0.162 -0.612
H 7.58928 2.52751 0.75725 -1.095 -0.562 -0.399
H 5.42781 4.49948 -0.61143 -0.009 -0.250 1.389
H 4.05213 4.15461 0.48120 -0.095 0.154 -0.293
H 6.76670 4.58317 1.66031 0.726 -0.312 0.440
H 5.57923 5.78268 1.69280 -0.357 0.527 -0.196
H 3.94136 4.36901 2.86327 0.242 -0.136 0.262
H 5.47581 4.46965 3.82201 -0.295 0.141 0.106
H 6.66366 2.37926 4.37677 0.254 0.029 0.924
H 7.28770 2.16880 2.75295 -0.171 0.212 0.117
H 6.32201 0.91573 3.42150 0.022 -1.080 0.413
H 3.03296 2.51325 3.66344 1.196 -0.212 0.275
H 4.32647 2.40101 4.92167 -0.007 0.271 0.376
H 3.91144 1.02717 3.95176 0.225 -0.587 -0.089
H 3.78663 0.51416 1.23464 -0.958 -0.558 -0.229
C 1.13517 0.09388 -3.14942 1.080 0.805 -0.431
C 0.75183 -0.35411 -4.55036 1.712 0.477 -0.585
C 2.06994 -0.82951 -5.28501 -0.668 0.695 0.906
C -0.11868 -1.56536 -4.55146 0.419 -0.855 2.234
C -0.70631 -1.88878 -5.85553 -0.282 0.232 -1.074
C -1.39371 -0.63557 -6.33787 -1.967 -0.386 0.320
C -0.53330 0.55449 -6.50829 1.005 0.751 0.355
C 0.49579 0.37898 -7.65756 -2.226 -0.708 0.016
C -1.39821 1.76322 -6.78811 1.828 1.321 2.481
N 0.07136 0.78050 -5.15537 -0.319 -0.125 -1.453
O 1.03039 1.78635 -5.39040 0.656 0.488 0.062
H 0.21348 0.30848 -2.58861 0.676 -0.022 0.005
H 1.74607 -0.71488 -2.74842 -0.311 -0.012 0.652
H 1.85976 0.99734 -3.19864 -1.362 -1.296 0.136
H 1.81882 -1.34896 -6.17626 0.016 -0.698 -0.568
H 2.66685 0.00201 -5.58746 0.520 0.649 -0.008
H 2.64768 -1.46956 -4.61193 -0.107 0.031 -0.133
H 0.59312 -2.29796 -4.19538 -0.066 -0.795 -0.102
H -0.85635 -1.58021 -3.74998 -0.449 0.467 0.026
H 0.06965 -2.15690 -6.55313 0.310 -0.257 -0.372
H -1.37397 -2.74041 -5.83461 -0.359 -0.124 0.173
H -2.18562 -0.35519 -5.60584 0.322 -0.274 -0.244
H -1.91637 -0.76405 -7.26528 -0.376 -0.415 -0.685
H 0.74518 -0.67884 -7.66555 0.360 0.222 -0.729
H 1.30215 0.98756 -7.43551 1.897 0.932 0.269
H 0.07375 0.75220 -8.61735 0.133 -0.626 0.568
H -1.89661 1.61316 -7.65587 -1.602 -0.339 -2.907
H -0.79357 2.72118 -6.86745 -0.755 -1.180 0.216
H -2.13454 1.81032 -5.98942 -0.057 0.477 0.067
H 0.86602 2.39769 -4.68404 -0.007 0.661 0.434
C -0.44900 -4.61492 -0.39632 -1.483 -0.983 1.019
C 0.41261 -5.00184 -1.57253 0.282 0.736 -0.191
C 1.14762 -3.76565 -2.00168 1.829 0.272 -0.022
C 1.43912 -6.00347 -1.13930 0.115 -0.008 1.697
C 0.77744 -7.35090 -0.97655 1.466 -1.632 0.151
C 0.17215 -7.84840 -2.26185 -1.308 -1.635 0.592
C -0.84242 -6.88978 -2.84572 0.064 1.457 0.111
C -1.09471 -7.19904 -4.30197 -2.260 1.253 0.085
C -2.22519 -6.98506 -2.18585 0.661 -0.759 1.407
N -0.23289 -5.52559 -2.75429 -1.356 0.194 -1.178
O -1.24326 -4.51009 -3.17613 0.813 -1.440 1.166
H -0.44082 -5.42289 0.32955 -0.188 -0.222 0.211
H -0.16751 -3.76094 0.18046 0.924 0.709 -0.022
H -1.50156 -4.41357 -0.58182 -0.130 -0.137 -0.651
H 1.65089 -3.90220 -2.98053 -0.493 0.134 0.348
H 0.48415 -2.92791 -1.98033 -0.205 0.643 -0.370
H 1.97662 -3.58665 -1.27956 -0.547 0.111 -0.216
H 2.25239 -6.01739 -1.84744 0.261 -0.327 -0.488
H 1.89409 -5.60344 -0.18734 -0.497 -0.555 -0.770
H 1.49566 -8.10127 -0.57309 -0.162 0.373 -0.483
H -0.01512 -7.44648 -0.27272 -0.642 0.859 0.992
H -0.45264 -8.76036 -2.05887 0.625 0.494 0.111
H 0.90061 -8.23626 -2.94721 0.551 0.450 -0.747
H -0.26353 -7.01391 -4.93737 0.702 0.134 -0.566
H -1.98633 -6.54382 -4.54642 1.181 -0.432 -0.412
H -1.51104 -8.18458 -4.43971 0.289 -0.603 0.059
H -2.98239 -6.33179 -2.59354 0.152 0.344 -0.137
H -2.17177 -6.85851 -1.08113 -0.103 0.008 -0.658
H -2.52713 -8.01162 -2.38012 -0.386 -0.156 0.169
H -0.88263 -4.37959 -4.03674 0.048 0.627 -1.187
C -8.34669 -1.71019 -3.93307 0.377 1.947 -1.428
C -7.42393 -2.58626 -4.85773 -0.375 0.672 0.050
C -8.42369 -3.39203 -5.71728 -0.023 0.543 -0.160
C -6.53665 -1.72790 -5.77246 -0.190 -0.149 -0.517
C -5.36522 -1.12490 -5.04963 1.219 1.048 -0.673
C -4.48069 -2.17321 -4.40906 0.074 -0.569 1.102
C -5.32223 -3.01625 -3.42009 -1.507 0.260 0.603
C -4.56730 -4.26965 -3.01805 -0.381 -1.901 -0.791
C -5.64530 -2.14481 -2.13981 2.163 -1.145 -0.378
N -6.51557 -3.51703 -4.13163 -1.014 0.641 -1.621
O -7.38305 -4.26368 -3.29050 0.586 -0.206 0.577
H -8.87335 -2.18965 -3.11326 0.151 -0.351 -0.177
H -7.80177 -0.82570 -3.54710 -0.059 -0.597 0.178
H -9.09150 -1.20998 -4.63431 0.578 -0.794 0.920
H -7.89336 -4.04749 -6.43373 -0.402 0.154 0.381
H -8.98164 -3.93028 -4.95879 -0.355 -0.581 -0.427
H -9.16555 -2.71927 -6.26113 1.185 -0.752 0.606
H -6.24873 -2.31638 -6.67760 0.046 0.208 0.759
H -7.07211 -0.86450 -6.15472 -0.644 -0.071 -0.149
H -4.79363 -0.46353 -5.73975 -0.061 -0.656 0.060
H -5.74755 -0.36553 -4.37066 -0.004 -0.255 0.667
H -3.58890 -1.80346 -3.82855 -0.856 -0.013 -0.555
H -4.08547 -2.88188 -5.13992 0.000 0.145 -0.322
H -5.03882 -4.86377 -2.19008 0.323 0.910 -0.477
H -3.56981 -3.95483 -2.74042 0.386 -0.413 0.103
H -4.55253 -5.04463 -3.90075 0.306 1.644 1.351
H -6.53865 -2.43076 -1.60000 -0.222 -0.010 -0.154
H -5.56474 -1.07770 -2.34814 -0.341 -0.047 0.161
H -4.75929 -2.44567 -1.52282 -0.789 0.735 0.152
H -7.30266 -5.13157 -3.68976 -0.144 -0.311 0.197
C 1.39158 8.54688 -1.09330 -1.421 0.036 0.508
C 1.74736 7.05888 -0.78853 0.200 0.999 0.251
C 1.35336 6.14805 -2.00538 -0.811 0.722 0.726
C 3.26766 7.03287 -0.63430 -1.095 -1.379 2.318
C 3.76018 7.77064 0.62415 -1.024 -0.262 -0.384
C 3.13263 7.13896 1.85620 -0.042 -1.150 0.618
C 1.57112 7.08546 1.81993 0.675 1.980 -0.399
C 1.05473 6.07650 2.82091 0.648 -1.603 1.070
C 1.09205 8.54363 2.30070 1.361 -0.319 0.064
N 1.13157 6.59919 0.47434 0.036 0.094 0.124
O -0.27949 6.72680 0.42258 -0.247 -0.253 -0.360
H 1.56664 9.29924 -0.29142 -0.379 -0.998 -0.185
H 1.93531 8.97391 -1.89229 0.899 -0.026 -1.215
H 0.34851 8.60918 -1.44813 0.129 0.196 0.343
H 1.48779 5.06249 -1.84720 0.584 0.614 0.061
H 0.27788 6.23601 -2.21942 0.196 0.209 0.112
H 1.87750 6.56730 -2.87382 0.045 -0.539 0.085
H 3.52008 5.96771 -0.55048 0.360 0.256 -0.048
H 3.64569 7.41575 -1.51755 1.099 0.770 -1.741
H 4.83590 7.75798 0.62872 0.512 -0.057 0.290
H 3.44744 8.81027 0.62409 0.127 0.314 -0.311
H 3.49906 7.63130 2.80202 -0.538 -0.478 -0.854
H 3.41598 6.07223 1.91417 0.244 0.479 -0.040
H -0.04387 5.97470 2.88558 0.495 0.395 -0.200
H 1.44607 6.35732 3.84105 -0.421 -0.390 -0.885
H 1.43206 5.01377 2.56903 -0.346 1.844 0.299
H 1.52836 8.67945 3.32935 -0.863 -0.333 -0.725
H 0.01552 8.59917 2.29797 -0.349 0.197 0.221
H 1.52430 9.43139 1.77232 -0.408 -0.985 -0.048
H -0.50076 7.61385 0.09314 0.233 -0.004 0.185
C -1.78402 2.70328 5.81274 1.381 0.206 0.713
C -2.94395 2.15402 6.64249 1.316 -1.515 -1.615
C -2.42685 1.76856 7.99838 1.001 0.593 1.280
C -4.04575 3.13990 6.61223 -0.315 -0.294 2.181
C -5.33437 2.54883 7.22030 1.716 -0.328 0.880
C -5.77830 1.33304 6.45932 0.434 0.657 -1.495
C -4.66506 0.29348 6.34663 0.298 -1.388 -0.072
C -4.51042 -0.46992 7.70548 0.073 1.283 -0.453
C -5.06285 -0.76237 5.25759 0.389 -0.197 1.028
N -3.38931 0.96385 5.86234 -0.763 -0.309 0.622
O -2.26820 0.04862 5.95512 -0.822 -0.438 -1.665
H -0.80376 2.26233 6.19801 -1.165 0.606 -0.825
H -1.94737 2.41049 4.77062 0.114 0.290 0.339
H -1.73259 3.81391 5.93051 0.078 -0.770 -0.220
H -1.62379 2.38804 8.36979 0.333 1.002 -0.390
H -3.11735 1.86605 8.78878 -1.248 -0.073 0.814
H -1.92746 0.82557 8.13296 -0.333 -0.815 -0.708
H -3.65562 3.96948 7.23113 -0.588 0.065 -0.370
H -4.23885 3.46193 5.61261 -0.039 0.335 -0.773
H -5.17374 2.28427 8.29543 -0.197 0.457 -0.736
H -5.96459 3.37352 7.13036 -1.927 0.975 0.298
H -6.03790 1.66167 5.43794 0.224 -0.052 0.066
H -6.70486 0.90730 6.80351 -0.201 -0.419 0.580
H -3.72028 -1.17551 7.68701 1.054 -0.567 -0.301
H -5.38288 -1.06259 7.88615 -0.831 -0.039 0.254
H -4.29385 0.21253 8.53737 -0.422 -0.310 -0.206
H -4.20122 -1.41754 5.09429 -0.098 0.086 -0.171
H -5.39112 -0.33330 4.32003 0.137 0.335 -0.188
H -5.86983 -1.42481 5.61039 0.161 0.361 0.067
H -2.16166 -0.19404 4.99777 0.050 0.300 1.148
C 5.23627 -2.95244 0.27949 -0.128 0.799 -0.685
C 5.76510 -3.86068 1.39107 0.526 -0.173 -0.419
C 6.56745 -5.07038 0.74331 -2.368 -0.183 -0.163
C 6.70037 -3.01608 2.28092 1.203 -0.847 -0.121
C 6.03732 -2.15244 3.32092 -1.708 0.569 -0.750
C 5.21748 -3.11340 4.16774 0.460 0.190 0.375
C 4.11987 -3.77866 3.30228 -2.301 0.893 1.752
C 3.41203 -4.84378 4.20447 0.666 0.879 -0.824
C 2.99202 -2.71733 2.97663 0.695 0.567 -0.108
N 4.69495 -4.48253 2.18766 1.696 -0.336 -0.660
O 3.79335 -5.01129 1.22647 -1.023 0.277 0.485
H 4.59406 -3.50699 -0.39545 -0.442 -0.020 0.120
H 4.72217 -2.01640 0.62112 0.346 -0.907 -0.033
H 6.04475 -2.61671 -0.38780 0.133 -0.046 0.433
H 6.65672 -5.90053 1.46524 0.502 0.618 -0.131
H 6.01926 -5.52473 -0.12551 -0.060 0.536 0.788
H 7.45069 -4.74945 0.26418 1.474 0.386 0.065
H 7.32135 -3.71691 2.85998 0.073 -0.004 -0.214
H 7.40093 -2.49406 1.60900 -0.334 0.043 0.222
H 6.71152 -1.56946 3.91300 0.800 0.072 0.365
H 5.36667 -1.38498 2.86434 0.386 -0.527 0.152
H 4.88611 -2.63990 5.14008 -0.401 -0.486 -1.297
H 5.91597 -3.88859 4.49385 -0.066 -0.251 0.059
H 3.05088 -4.36524 5.10821 -0.234 -0.157 0.084
H 4.10520 -5.62668 4.41911 0.783 -0.404 0.514
H 2.64768 -5.34516 3.64884 -0.947 0.023 -0.238
H 2.44399 -2.38026 3.85724 0.087 -0.431 0.273
H 2.30118 -3.15730 2.30247 -0.877 -0.700 -0.557
H 3.23443 -1.76047 2.48329 0.753 -0.419 0.107
H 3.82124 -5.97439 1.28897 0.250 0.138 0.373
C 0.51703 0.57078 3.40997 -1.154 -1.418 -0.261
C 0.00814 1.31051 2.16484 0.614 -0.448 1.501
C -0.11446 2.70460 2.65368 -0.883 1.970 -1.028
C 0.92836 1.35546 0.98841 -0.235 -0.416 -0.724
C 1.07352 -0.00671 0.33088 1.239 -0.101 -1.294
C -0.28612 -0.45331 -0.22143 -0.165 1.425 0.483
C -1.30856 -0.47427 0.95178 -1.317 -1.310 -0.828
C -2.73450 -0.54865 0.29988 -0.176 0.745 1.434
C -1.18859 -1.78044 1.81520 1.964 0.757 -1.751
N -1.28143 0.81650 1.64681 0.477 0.555 0.266
O -2.16522 0.73127 2.74991 -0.898 0.373 0.294
H -0.24025 0.65105 4.23099 0.612 -0.169 -0.751
H 0.67526 -0.48983 3.16372 0.194 0.206 0.450
H 1.41155 1.02617 3.77256 0.755 0.170 0.119
H -0.54335 3.26683 1.81565 -0.191 0.448 0.256
H -0.72827 2.81004 3.51762 -0.598 -0.024 0.366
H 0.79415 3.24489 2.92503 0.369 -0.733 -0.236
H 0.39317 2.02937 0.28227 0.543 -0.305 0.025
H 1.86213 1.84480 1.23856 0.362 -0.037 0.195
H 1.91923 0.05289 -0.42214 -1.208 -0.033 0.190
H 1.44550 -0.82690 0.95971 -0.131 0.379 0.551
H -0.15797 -1.40554 -0.75431 -0.618 0.224 0.259
H -0.74216 0.33693 -0.88537 0.801 -0.838 0.244
H -2.78983 -1.33619 -0.40813 0.201 -0.819 -0.891
H -3.01727 0.40034 -0.20421 0.211 -0.662 0.525
H -3.47593 -0.83744 1.08638 0.399 0.603 -0.570
H -1.62660 -1.67960 2.76726 0.246 0.405 1.569
H -0.12138 -2.18489 1.73183 -1.543 0.411 0.794
H -1.86496 -2.46280 1.36675 -0.260 -1.049 -0.788
H -2.77694 1.49097 2.66260 0.457 -0.651 -0.039
C -2.13073 2.84760 -1.45102 -1.203 0.905 0.529
N -3.16764 2.00017 -2.05644 1.450 -0.573 -0.762
C -3.02584 1.37286 -3.35214 -0.226 -0.998 0.194
C -4.37118 2.03482 -1.52233 -3.451 1.414 0.171
O -5.47307 1.73819 -2.05840 2.761 -0.106 1.129
H -1.11788 2.73415 -1.79291 0.278 -0.928 -0.332
H -2.17629 2.67777 -0.34632 0.260 0.456 -0.842
H -2.37175 3.89549 -1.74518 0.163 -0.410 0.695
H -3.05908 0.27438 -3.26471 0.080 0.198 0.226
H -3.88500 1.60927 -3.95765 -0.209 0.388 -0.427
H -2.09311 1.59635 -3.83139 0.429 0.421 -0.131
H -4.33516 2.59226 -0.53854 -0.308 -0.703 -0.471
```
Positions in Å, forces in eV/Å.